(1)
9
Properties=species:S:1:pos:R:3:forces:R:3 method="wB97M-V/def2-TZVPD" spin_multiplicity=1 e_above_lowest_kcal_mol=169.1 homo_energy_ev="-9.7 / -9.7" energy_ha=-1546.1845 total_charge=0
C 0.26957 -1.08659 0.34100 -4.428 2.591 -0.489
S 0.12744 -0.43941 -1.29867 0.382 -0.399 -1.407
O -1.03771 0.40095 -1.44759 0.906 -0.547 0.476
C -0.59131 0.72493 1.47210 -0.056 -1.469 -2.713
H -1.36754 1.38734 0.89540 1.435 -1.163 0.986
H 1.20282 -1.26291 0.72433 2.621 0.044 0.790
O 0.32644 -1.51129 -2.29055 0.100 1.925 2.366
Cl -0.75166 0.77920 3.09532 0.039 0.018 -0.002
Cl 1.82195 1.00779 -1.49133 -0.999 -1.000 -0.007

(2)
12
Properties=species:S:1:pos:R:3:forces:R:3 method="wB97M-V/def2-TZVPD" spin_multiplicity=1 e_above_lowest_kcal_mol=87.3 homo_energy_ev="-9.4 / -9.5" energy_ha=-1117.7360 total_charge=0
O 0.82372 -0.29301 2.42663 0.330 0.785 -2.077
H -0.17270 -1.79955 0.21304 0.572 0.634 0.476
H 0.60538 -0.97445 -1.01024 -0.689 1.818 -3.556
S 0.76370 0.28246 1.06669 -1.085 -2.089 2.674
S -1.26282 2.09674 1.84396 -1.140 1.262 0.867
O -0.51695 0.97444 -1.14778 -0.714 -1.574 1.800
O 1.57878 1.40679 0.77343 0.388 -0.082 -0.550
C 0.71025 -1.17717 -0.03823 0.143 -1.491 2.430
H 1.60544 -1.83089 -0.08455 -0.108 0.745 1.310
H -2.62700 1.87431 2.11535 1.171 0.048 -0.404
H -0.41406 1.90731 -1.12870 0.176 1.550 0.047
N -0.92194 0.75888 1.14524 0.955 -1.607 -3.018

(3)
8
Properties=species:S:1:pos:R:3:forces:R:3 method="wB97M-V/def2-TZVPD" spin_multiplicity=1 e_above_lowest_kcal_mol=178.1 homo_energy_ev=-8.9 energy_ha=-899.1820 total_charge=0
H 0.58644 1.45328 1.39041 0.110 -0.537 -1.102
H -2.53377 -3.51728 1.64666 0.853 2.616 0.241
C 0.77695 0.38467 -1.08697 3.087 3.533 0.794
H 0.45185 1.37742 -1.96830 2.498 -3.402 1.314
H -0.03694 -0.15948 -1.28090 -3.404 -2.163 0.256
H 1.67130 -0.27369 -0.62226 -1.457 1.353 -2.850
Cl -1.72710 -1.04029 1.86801 -0.822 -2.591 -0.276
S 0.81127 1.77537 0.05337 -0.865 1.190 1.622

(4)
68
Properties=species:S:1:pos:R:3:forces:R:3 method="wB97M-V/def2-TZVPD" spin_multiplicity=1 e_above_lowest_kcal_mol=24.6 homo_energy_ev=-7.0 energy_ha=-1683.2809 total_charge=-1
O 0.89154 0.74196 1.70053 -1.308 -0.408 0.429
O -1.12485 -2.57943 2.97146 -0.742 1.678 0.475
H 0.18455 3.76639 1.03338 0.483 -0.168 0.027
O 0.28044 -0.12228 4.09424 -0.403 1.279 0.044
O -2.73185 1.20120 -2.05564 -1.846 -0.434 0.337
H -1.48302 -1.64209 2.87836 0.651 -1.570 0.403
H 3.82632 -3.34292 0.48577 1.562 -1.144 0.123
H -1.09733 0.94546 -0.13968 -0.363 -0.068 0.647
H 2.22088 1.37530 1.23387 -0.540 0.375 0.600
H -1.21665 3.43047 -2.80562 -2.372 -0.415 0.127
H 0.10196 -1.04210 0.86902 0.360 -0.281 -0.188
H 2.25524 -0.24983 2.03439 -0.387 0.505 0.607
H 1.64281 -0.23176 0.30197 0.569 -1.684 -1.373
H -3.81263 -1.21557 -0.28049 0.103 0.275 -0.174
O -1.90469 -1.87626 -3.01064 -0.417 0.616 -1.594
H 1.03874 3.31406 -0.96162 0.438 0.136 0.119
H -2.90764 -0.18184 -0.97551 -0.189 1.908 -0.405
H -2.12950 -1.55614 -2.15262 -0.647 -0.060 1.403
O 2.98529 -0.77998 2.38020 1.442 0.135 -1.036
H 2.27673 1.09487 -2.83737 -0.018 0.196 0.312
O 1.76424 3.82255 -0.57533 -1.175 1.692 -1.440
H -0.21066 0.10729 -1.28275 -0.460 -1.087 -1.513
O 1.85220 0.31166 -2.48109 0.255 -0.154 -0.618
H -2.62606 2.05787 -1.66415 0.048 0.960 0.755
O 0.42610 -1.66700 -3.90913 0.271 1.635 0.023
C 0.62148 -0.12020 0.59125 1.394 1.220 2.162
H -0.53378 -1.67663 -3.72403 0.360 -0.206 -0.086
O 2.95745 -2.12397 -2.63519 2.357 -2.245 -0.723
H -3.13846 0.98084 1.82469 -0.292 0.205 -0.607
H -1.58449 0.81747 2.81086 0.012 2.583 2.223
H 0.26977 0.36584 3.21701 1.090 -0.789 0.786
H -0.84185 -3.12006 -0.21824 1.339 0.568 -1.078
H -3.61129 4.01010 -0.57384 -1.006 1.814 -0.035
H 0.63257 -0.72603 -3.67847 0.277 -1.213 -0.412
O 2.96585 1.91758 0.87341 0.210 0.889 0.463
H 1.66520 -2.83728 -0.63192 1.192 0.062 0.469
H 1.62892 -2.88948 2.07569 0.788 -0.338 -1.080
O -3.86622 1.55784 1.51921 -0.336 -0.125 0.061
O -1.59210 -3.19631 0.34483 -2.442 -0.283 1.412
H 2.26075 3.29201 0.02609 0.666 -1.423 1.022
O -2.97582 3.37704 -0.34709 1.293 -2.130 -0.499
O 3.09236 -2.77900 0.50095 -1.634 0.711 -0.714
O 1.49434 -3.06320 2.99610 0.598 -0.164 0.438
C -0.09380 0.64761 -0.39187 -1.281 2.206 -1.731
O -0.30870 3.58565 -2.73855 1.872 0.234 0.050
H -1.92946 -2.81813 -3.00358 -0.088 -1.069 0.336
H 1.41168 0.50150 -1.65484 0.113 0.649 0.120
O -1.75461 0.05538 2.33574 0.697 -1.950 -2.459
H 0.61219 -2.69314 3.05288 -1.235 0.079 0.936
H -2.25427 -2.47184 0.23393 1.525 -0.685 -0.372
H 0.71066 -2.12725 -1.59505 0.095 0.521 -1.045
H 0.20406 2.28151 1.53714 0.801 -1.024 -0.042
O 0.81507 -2.88634 -1.04577 -1.810 -0.955 0.440
H -0.09587 0.55718 4.67902 0.272 -0.523 0.109
H -2.23952 3.67056 0.19302 0.101 0.545 0.389
H 0.37542 1.61344 -0.70550 0.016 -0.769 0.610
H 3.30867 1.38846 0.18104 0.901 -0.738 -1.049
H 3.24467 -2.05408 1.11963 0.222 0.589 0.740
H -0.08971 3.87355 -3.62593 0.434 0.126 -0.139
H 3.88466 -2.17562 -2.29805 -1.557 0.600 -0.100
H -3.56326 2.06048 0.74673 0.072 -0.284 0.470
H -0.84393 0.04027 1.90688 -1.408 -0.260 0.347
H -1.27079 -2.97960 2.10965 -0.153 -0.271 -0.584
O -0.21664 3.13778 1.64110 -1.488 1.526 0.071
H -1.98955 1.03328 -2.58339 1.729 -0.408 -1.272
O -2.94196 -1.07109 -0.67337 -0.485 -1.737 0.906
H 2.48760 -1.37231 -2.33159 0.080 1.353 0.433
H 2.59054 -1.26569 3.08791 -0.603 -0.809 0.946

(5)
16
Properties=species:S:1:pos:R:3:forces:R:3 method="wB97M-V/def2-TZVPD" spin_multiplicity=1 e_above_lowest_kcal_mol=87.7 homo_energy_ev=-14.5 energy_ha=-250.8655 total_charge=+1
H -1.67177 0.40891 -2.46552 0.586 0.348 -1.216
H 1.18092 -2.21633 -1.33869 -0.431 -0.876 -1.514
H -1.25667 2.00091 1.08810 -0.018 0.881 0.368
N -0.28083 -0.15931 -1.33238 1.159 0.095 -0.153
H -1.52266 -0.25112 1.48246 -1.238 -0.770 -0.634
C -0.58931 0.52096 -2.28897 -2.138 2.576 -2.345
C -0.35075 1.59603 1.51715 0.337 -1.570 -4.716
C 0.31149 -0.62480 -0.40425 -0.534 -1.114 6.381
C 1.16700 -1.82740 -0.36077 0.136 -0.209 -0.078
H 2.24651 -1.52742 -0.34949 -0.829 -0.296 1.341
H 0.50812 1.83158 0.79531 -1.049 0.189 1.326
H 0.08913 1.30498 -2.74156 -0.915 -1.022 0.573
H 0.72028 -2.63208 0.29506 1.186 1.168 -0.194
C -0.53461 0.09772 1.43724 3.252 0.143 -0.883
H -0.11077 1.85686 2.47884 0.382 0.994 2.267
H 0.09392 -0.37949 2.18746 0.114 -0.537 -0.523

(6)
66
Properties=species:S:1:pos:R:3:forces:R:3 method="wB97M-V/def2-TZVPD" spin_multiplicity=1 e_above_lowest_kcal_mol=8.8 homo_energy_ev=-5.1 energy_ha=-2175.3882 total_charge=-1
H -4.68751 2.93489 -1.93109 -0.088 0.021 -0.040
C -0.09161 -0.41988 5.17712 0.310 -0.030 0.210
C -2.18045 -0.15806 -2.82020 0.315 -0.584 0.107
C 1.99092 -4.08631 2.19006 -0.272 0.390 0.053
H -0.50282 -4.31679 4.50518 0.032 0.029 -0.068
C 4.68502 2.05977 -2.59671 0.041 -0.006 -0.143
C -2.79642 1.11841 -2.66136 -0.272 0.354 0.211
O -2.30014 -2.49109 4.20771 0.163 0.045 -0.497
O -2.12725 -1.43047 2.21437 0.113 -0.326 0.256
O -1.77065 -0.90273 -1.85392 -0.034 0.101 -0.085
C 1.73944 2.02738 -0.35141 -0.018 0.060 0.036
C 1.04577 -0.00461 3.13693 -0.377 0.183 -0.074
H -1.55391 -1.63020 -4.23894 -0.125 0.190 -0.063
C -2.41630 0.09105 -5.24329 -0.053 0.041 0.036
C -3.04774 1.34657 -5.08505 0.104 -0.082 0.025
H -0.50323 -1.41835 -6.23858 -0.085 -0.011 -0.106
O -2.28085 1.37657 -0.37405 -0.208 0.197 0.227
H -1.22575 2.54336 1.31544 0.031 -0.093 -0.061
N 0.06446 0.80218 2.70729 0.460 -0.252 0.253
C -1.07269 0.46216 4.76784 0.028 -0.251 0.221
C -0.43249 -2.97783 2.83005 0.062 0.170 -0.420
C -2.03701 -0.66051 -4.16114 0.151 0.158 0.292
H 2.62241 1.45034 -2.75862 -0.052 -0.033 -0.105
H -3.53002 3.71242 -0.81502 -0.099 -0.162 -0.009
C 5.34445 2.90002 -0.43336 0.188 -0.230 -0.195
O 3.37583 -2.69598 0.16927 -0.147 0.027 -0.055
N 0.23613 -2.51534 1.75999 0.039 -0.625 0.422
H -3.34203 1.91484 -5.96190 0.039 -0.107 0.134
C 1.43196 -3.02846 1.48119 0.034 0.319 -0.284
H -2.00149 -2.36071 -6.43245 -0.036 0.054 0.049
H -3.69848 2.78455 -3.69387 0.075 -0.107 0.010
H 4.92483 1.79914 -3.62045 0.046 0.010 0.059
H 3.79816 2.95203 1.06552 0.033 -0.062 -0.141
O 1.74279 -5.61051 4.03876 -0.072 0.220 -0.162
O -2.22044 -0.28232 -6.53789 0.147 -0.354 -0.190
C 3.10099 2.19234 -0.81953 -0.744 -0.017 0.342
H -4.59637 2.42920 -0.22984 0.006 0.119 -0.028
C -1.75366 -2.24860 3.12467 -0.294 0.170 0.030
H -1.95568 0.62003 5.36882 -0.043 0.082 0.060
C -3.22908 1.81189 -3.81285 -0.127 0.156 0.044
C 1.27567 -4.57137 3.27844 -0.077 -0.114 0.147
C 4.06413 2.70764 0.04170 -0.136 0.050 0.099
C -1.46543 -1.46623 -6.76118 -0.050 0.209 0.026
H -2.78906 1.26749 2.45663 0.198 0.059 -0.034
H -1.30663 -1.52160 -7.83751 0.020 0.010 0.074
C 1.01179 -0.64528 4.36473 0.009 0.181 -0.065
O -1.58739 2.94802 2.11389 -0.147 -0.006 0.274
H -2.59120 2.40057 3.78230 -0.008 0.103 0.098
O 1.61858 -1.31184 -0.17658 0.173 -0.560 0.324
C -0.96079 1.04598 3.52438 -0.113 0.192 -0.530
H -0.18431 -0.93483 6.12427 -0.035 -0.033 0.001
H 2.56481 -5.91149 3.63866 0.056 -0.061 0.057
H 1.80533 -1.33503 4.63099 -0.102 0.058 0.065
C 0.05932 -3.99130 3.63955 0.028 0.087 -0.360
H 6.67378 2.69825 -2.10045 -0.008 0.023 -0.059
H 2.97572 -4.44139 1.90508 -0.087 -0.016 0.011
N 0.64727 1.95083 0.00611 0.454 0.171 -0.293
Sn -0.75361 -0.58959 0.29452 0.201 -0.427 0.213
C 5.65765 2.57131 -1.75102 0.001 0.031 0.202
H 6.11391 3.25578 0.23378 0.081 0.132 0.027
C 3.39488 1.86821 -2.13377 0.174 -0.050 0.018
C -2.96891 1.71600 -1.33550 0.276 -0.392 -0.502
C -2.05957 1.92204 2.96234 -0.020 -0.036 -0.170
C -4.02187 2.77260 -1.09260 0.125 0.100 0.174
H 1.84860 -0.19530 2.42957 -0.005 0.074 0.021
C 2.22827 -2.29988 0.37294 -0.278 0.451 -0.168

(7)
14
Properties=species:S:1:pos:R:3:forces:R:3 method="wB97M-V/def2-TZVPD" smiles=O[C@H]1[C@H]2C[C@@H]12.O spin_multiplicity=1 e_above_lowest_kcal_mol=66.2 homo_energy_ev=-9.9 energy_ha=-307.6070 total_charge=0
H -0.56194 1.57090 1.60014 0.022 -0.134 -0.112
H -1.25835 0.67370 0.16048 0.147 -0.029 0.199
O 0.03306 -1.32855 -1.01290 -0.204 -0.157 0.069
C 0.96122 0.48437 0.43397 0.243 0.175 -0.089
H -0.60811 -1.98828 -0.71942 0.111 0.080 -0.053
O -1.40974 0.78114 -2.23139 0.158 0.097 -0.009
H 1.73892 -1.54405 0.16248 -0.133 0.102 -0.022
H -1.01153 1.59111 -1.89313 -0.069 -0.060 -0.133
H -0.79150 0.08291 -1.95169 -0.163 0.050 -0.049
C -0.44235 0.76558 0.87595 -0.162 0.139 -0.001
H 1.86012 1.06239 0.59783 -0.146 -0.088 -0.004
H 0.53544 -0.72410 2.37952 -0.056 0.011 -0.173
C 0.26348 -0.45618 1.36733 -0.023 -0.190 0.224
C 0.83008 -0.94513 0.08645 0.274 0.004 0.153

(8)
12
Properties=species:S:1:pos:R:3:forces:R:3 method="wB97M-V/def2-TZVPD" spin_multiplicity=1 e_above_lowest_kcal_mol=100.7 homo_energy_ev=-9.7 energy_ha=-410.8428 total_charge=0
H 0.00642 -1.76535 0.11651 -0.380 0.067 1.601
H 3.32334 -1.07794 -0.60466 -5.123 0.856 2.545
N -0.04534 -0.82871 0.57042 1.032 -2.284 -3.871
O -1.05645 0.97777 0.04607 -2.089 6.457 -0.088
N -2.32298 -1.01278 -0.25502 2.494 3.249 0.363
N 2.14672 -1.12079 -0.03187 7.880 -4.310 -3.069
C 1.25613 -0.32688 -0.09996 -3.723 3.388 2.164
N 1.27566 1.07477 -0.22176 -2.843 1.538 1.016
C -1.20081 -0.26718 -0.02869 -3.744 -7.153 1.193
H 0.04482 2.60645 0.24341 -0.541 3.648 0.623
C 0.10910 1.61975 0.10482 4.187 -5.085 -2.698
H -3.28794 -0.52681 -0.41322 2.849 -0.373 0.220